This record from the OMol25 dataset describes a 15-piece molecular cluster, C6H42NO14 overall in a non-equilibrium geometry. The level of theory is ωB97M-V with the def2-TZVPD basis set.

The geometry in XYZ format:
```
63
Properties=species:S:1:pos:R:3:forces:R:3
C 1.343647 -0.313110 -1.403160 -0.9 -0.5 -0.3
C 0.432575 0.888034 -1.267172 -1.7 0.0 2.2
C 0.750017 1.903070 -0.113296 -0.6 -0.7 -0.7
C 1.541986 3.084732 -0.549306 1.2 0.5 0.4
C 1.123227 3.987200 -1.437945 -1.7 -1.1 -0.5
C 2.869408 3.281215 0.138547 0.7 1.8 -0.3
N -1.006970 0.392082 -0.890092 0.2 0.7 -1.8
H 0.793783 -1.243291 -1.537894 -0.9 0.2 0.3
H 1.879714 -0.544323 -0.475619 0.6 0.6 -0.7
H 1.770710 -0.372036 -2.402769 1.2 0.6 0.5
H 0.272196 1.428029 -2.185036 0.1 0.2 -0.4
H 1.216864 1.313338 0.661040 0.6 0.1 0.3
H -0.167066 2.270242 0.348448 -0.1 -0.1 -0.3
H 0.116676 3.918890 -1.883961 0.3 -0.4 0.3
H 1.627104 4.795978 -1.908921 1.0 0.5 0.4
H 2.822124 4.232425 0.701893 0.0 -0.3 -0.2
H 3.304592 -2.653210 -1.397254 0.2 -1.0 0.3
H 3.615819 3.476809 -0.637190 0.2 -0.2 0.2
H -1.512624 1.190865 -0.487369 0.1 0.0 -0.5
H -1.129146 -0.299736 -0.131528 0.6 -0.6 0.0
H -1.458606 0.117275 -1.795817 0.1 -0.2 1.2
H -2.211490 1.064005 4.203086 0.0 -0.1 0.0
H -3.027583 -0.183477 3.869920 0.1 0.0 0.0
O -2.129683 0.108658 4.066999 0.0 0.3 0.0
H -1.355638 -3.479437 -1.938407 0.2 -0.4 -0.1
H -0.457584 -4.021278 -0.848280 -0.1 -0.2 0.0
O -0.671735 -4.153944 -1.787009 0.1 0.9 0.2
H 1.050542 0.371965 5.125943 -0.5 -0.1 -0.3
H 0.047777 -0.576989 4.300747 -0.2 0.7 0.4
O 0.795221 -0.530111 4.905288 0.7 -0.6 0.0
H -3.174600 3.747051 2.905810 0.1 -0.2 -0.1
H -2.495418 2.877700 1.810394 -0.2 0.0 0.1
O -2.438935 3.144112 2.738061 0.0 -0.1 0.2
H 2.472145 -2.022900 0.730565 0.6 -0.3 0.6
H 3.904889 -3.542260 -0.097124 0.0 -0.2 -0.9
O 3.487686 -2.750594 -0.442165 -0.2 1.2 0.7
H -4.356324 -0.940858 -0.476492 -0.2 1.6 0.8
H -3.524018 -0.677530 -1.533942 0.4 0.9 -0.4
O -3.930523 -0.112192 -0.852471 -0.2 -2.2 -0.6
H 2.169101 -3.063342 -3.566341 0.5 0.3 0.0
H 1.279561 -3.163381 -2.402981 -0.1 0.0 0.4
O 2.064375 -2.665625 -2.688925 -0.4 -0.9 -0.9
H -0.351317 -3.968354 2.113452 -1.0 -0.3 -0.2
H 0.428365 -2.956232 1.517117 0.2 0.5 -0.9
O -0.487146 -3.309839 1.410979 1.3 -0.5 0.9
H 5.129007 -0.061525 -1.576297 0.1 0.0 0.0
H 3.924596 0.713595 -2.069509 0.2 0.0 -0.1
O 4.886677 0.666754 -2.159579 -0.4 -0.1 0.1
H -3.143632 -0.300121 -3.587477 0.0 -0.1 -0.2
H -1.699368 -0.017363 -3.970678 0.0 -0.2 -0.3
O -2.247944 -0.653944 -3.494152 0.0 0.5 0.3
H -3.774128 -2.459121 1.756322 0.1 -0.1 0.1
H -3.092827 -1.259462 1.027670 -0.1 -0.6 0.4
O -3.765907 -1.960470 0.937502 -0.1 0.2 -0.2
H -0.970419 -0.055358 1.959739 -0.1 -0.2 0.5
H -0.804672 -1.624986 1.689791 -0.6 0.4 0.0
O -1.350102 -0.819837 1.511708 0.5 0.1 -0.4
H 2.235902 -1.633524 2.324855 0.6 0.0 -0.2
H 3.283316 2.582017 0.855630 -0.5 -0.7 -0.2
O 1.851970 -1.864366 1.476156 -1.2 0.1 0.0
H -2.348052 3.677764 -0.208399 -0.3 -0.1 -0.5
H -3.038249 2.304853 -0.723656 -0.5 0.7 0.1
O -2.369867 2.715472 -0.159448 0.1 -0.3 0.3
```
Positions in Å, forces in eV/Å.

Properties
Max |F| in Eh/bohr: 0.0536
LUMO in eV: -2.833
Kohn-Sham gap in eV: 9.297
HOMO energy in eV: -12.13
Net charge: +1
Energy relative to the best compared isomer or geometry (same formula, charge and spin) in kcal/mol: 89.2